This record from OMol25 describes a molecular structure, H18Na3O17S2 in a non-equilibrium geometry. The level of theory is ωB97M-V/def2-TZVPD.

Element x y z (Å)
Na 0.419 2.968 1.065
Na 1.477 0.324 3.419
Na -2.055 0.876 2.413
S 0.473 -0.321 0.584
O 0.968 -1.429 1.417
O 0.084 0.728 1.507
O 1.497 0.276 -0.236
O -0.588 -0.866 -0.240
S -2.747 3.456 0.013
O -3.586 2.412 -0.548
O -1.825 2.907 1.050
O -1.998 4.062 -1.031
O -3.524 4.505 0.642
O 3.143 2.469 0.242
H 3.413 2.728 -0.639
H 2.705 1.626 0.121
O 3.745 -1.757 1.307
H 3.827 -1.945 2.242
H 2.962 -1.211 1.240
O -1.386 -2.734 -2.076
H -1.098 -2.233 -1.313
H -2.262 -3.043 -1.844
O -0.486 -3.588 0.842
H -1.269 -3.314 0.363
H -0.035 -2.770 1.050
O 0.875 -2.385 3.823
H 0.211 -3.071 3.760
H 1.037 -2.124 2.916
O 0.831 2.278 -2.014
H 1.066 1.552 -1.436
H -0.124 2.321 -1.970
O -0.894 -0.082 -2.845
H -1.792 0.037 -3.153
H -0.975 -0.167 -1.895
O -3.196 -0.145 -0.585
H -3.337 0.755 -0.879
H -2.245 -0.250 -0.581
O 1.994 -0.947 -2.555
H 1.920 -0.418 -1.761
H 2.777 -1.480 -2.416

Its molecular weight is 423.231 g/mol. Its total charge is -1. For the HOMO-LUMO gap, the calculation gives 3.69 eV. The energy above the lowest of the compared OMol25 structures with the same formula, charge and spin is 0.00 kJ/mol. The total energy comes out at -70026.1406 eV.

Atomic partial charges in e from the natural (NBO) method, atoms 1 to 5: number 1, Na, carries 0.953; number 2, Na, carries 0.973; number 3, Na, carries 0.967; number 4, S, carries 2.686; number 5, O, carries -1.138

=====

This record from OMol25 describes a molecular structure, C40H42AuClN2SSb2Si in a non-equilibrium geometry. The level of theory is ωB97M-V/def2-TZVPD.

Element x y z (Å)
Au -0.470 0.475 0.554
C -4.310 -0.183 -5.025
Si -4.613 -0.390 -3.213
C -6.371 0.023 -2.809
C -4.226 -2.120 -2.684
C -3.567 0.940 -2.336
C -3.961 2.260 -2.567
C -3.340 3.345 -1.965
C -2.303 3.080 -1.099
N -1.883 1.831 -0.863
C -2.474 0.777 -1.473
S -1.702 -0.782 -1.108
H -4.991 -0.826 -5.592
H -3.286 -0.458 -5.294
H -4.483 0.849 -5.343
H -7.036 -0.742 -3.221
H -6.668 0.982 -3.242
H -6.541 0.069 -1.729
H -4.983 -2.787 -3.109
H -4.246 -2.239 -1.598
H -3.248 -2.443 -3.046
H -4.786 2.449 -3.248
H -3.654 4.361 -2.161
H -1.784 3.875 -0.577
C 1.672 1.078 3.295
C 2.001 -0.373 3.540
C 1.315 -1.343 2.611
Sb 2.232 -0.896 0.722
C 4.148 -1.588 1.300
C 4.194 -2.904 1.759
C 5.396 -3.421 2.217
C 6.543 -2.634 2.213
C 6.495 -1.329 1.743
C 5.294 -0.800 1.283
C 1.717 -2.168 -0.832
C 0.740 -3.132 -0.619
C 0.480 -4.034 -1.640
C 1.166 -3.944 -2.845
C 2.119 -2.952 -3.049
C 2.406 -2.047 -2.037
Sb 2.146 1.994 1.273
C 2.531 1.609 -0.927
C 1.446 1.640 -1.790
C 1.708 1.491 -3.149
C 3.010 1.309 -3.599
C 4.068 1.289 -2.698
C 3.842 1.426 -1.329
C 4.104 2.604 1.777
C 4.803 2.125 2.883
C 6.071 2.613 3.160
C 6.637 3.581 2.340
C 5.939 4.069 1.241
C 4.671 3.581 0.955
H 2.268 1.774 3.886
H 0.618 1.308 3.397
H 1.663 -0.553 4.572
H 3.080 -0.539 3.536
H 0.243 -1.180 2.562
H 1.517 -2.388 2.852
H 3.313 -3.538 1.748
H 5.440 -4.444 2.571
H 7.477 -3.044 2.574
H 7.391 -0.720 1.730
H 5.264 0.219 0.934
H 0.182 -3.186 0.310
H -0.265 -4.805 -1.492
H 0.952 -4.652 -3.635
H 2.642 -2.885 -3.995
H 3.150 -1.275 -2.194
H 0.432 1.785 -1.448
H 0.883 1.533 -3.848
H 3.204 1.188 -4.657
H 5.087 1.166 -3.045
H 4.674 1.444 -0.641
H 4.378 1.370 3.534
H 6.617 2.238 4.016
H 7.626 3.962 2.560
H 6.378 4.830 0.609
H 4.133 3.970 0.095
Cl -2.814 3.889 4.688
C -2.658 2.279 4.110
C -3.372 1.239 4.679
C -3.217 -0.032 4.154
C -2.349 -0.225 3.094
N -1.647 0.779 2.560
C -1.807 2.017 3.054
H -4.041 1.428 5.509
H -3.768 -0.869 4.561
H -2.222 -1.200 2.639
H -1.253 2.823 2.589

Its molecular weight is 1086.883 g/mol. Its total charge is +2. For the HOMO-LUMO gap (alpha / beta), the calculation gives 3.97 / 3.97 eV. The energy above the lowest of the compared OMol25 structures with the same formula, charge and spin is 361.41 kJ/mol. The total energy comes out at -93127.2094 eV.

Atomic partial charges in e from the Mulliken method, atoms 1 to 5: number 1, Au, carries 1.547; number 2, C, carries -1.047; number 3, Si, carries 0.164; number 4, C, carries -1.050; number 5, C, carries -1.016

=====

This record from OMol25 describes a molecular structure, C20H33AsN6OS2SiV. The level of theory is ωB97M-V/def2-TZVPD.

Element x y z (Å)
V 0.310 1.014 1.222
C 3.412 -1.613 -0.810
As 3.645 0.256 -0.415
C 5.529 0.585 -0.246
C 3.058 1.256 -1.957
S 2.765 0.762 1.458
H 3.893 -1.842 -1.761
H 2.349 -1.831 -0.867
H 3.869 -2.195 -0.013
H 6.037 0.284 -1.162
H 5.914 0.016 0.598
H 5.678 1.647 -0.064
H 3.119 0.603 -2.827
H 3.726 2.107 -2.083
H 2.042 1.607 -1.809
S -2.142 1.793 1.044
C -2.974 0.887 -0.157
N -3.670 1.538 -1.088
C -4.507 0.860 -2.073
C -3.849 -0.460 -2.433
C -3.611 -1.274 -1.173
N -2.966 -0.437 -0.164
H -3.686 2.541 -1.003
H -4.589 1.507 -2.945
H -5.512 0.706 -1.670
H -2.893 -0.264 -2.924
H -4.472 -1.022 -3.127
H -2.953 -2.120 -1.374
H -4.553 -1.657 -0.773
H -2.404 -0.861 0.556
N 0.846 4.513 -1.037
C 0.645 3.704 0.016
O 0.630 2.440 -0.190
C 0.474 4.260 1.306
C 0.462 5.658 1.507
N 0.430 6.808 1.569
C 0.281 3.317 2.307
N 0.132 2.380 2.985
H 0.824 4.117 -1.960
H 0.795 5.513 -0.928
C -1.973 -1.056 3.306
Si -0.298 -1.561 2.640
C -0.185 -3.430 2.692
C 1.035 -0.889 3.768
N -0.090 -0.809 0.995
C -0.099 -1.422 -0.271
C -0.188 -2.804 -0.475
C -0.161 -3.334 -1.759
C -0.063 -2.518 -2.874
C 0.000 -1.142 -2.688
C -0.020 -0.603 -1.413
H -2.135 -1.556 4.265
H -2.799 -1.354 2.656
H -2.059 0.019 3.468
H -0.198 -3.682 3.757
H 0.740 -3.836 2.281
H -1.034 -3.939 2.237
H 0.845 -1.346 4.744
H 1.041 0.190 3.933
H 2.026 -1.197 3.437
H -0.263 -3.480 0.358
H -0.220 -4.409 -1.879
H -0.041 -2.943 -3.869
H 0.060 -0.479 -3.543
H -0.005 0.476 -1.298

As for the expectation value of S²: 2.031. Its molecular weight is 591.611 g/mol. Its total charge is +1. For the HOMO-LUMO gap (alpha / beta), the calculation gives 7.15 / 8.39 eV. Its multiplicity is 3. The energy above the lowest of the compared OMol25 structures with the same formula, charge and spin is 0.00 kJ/mol. The total energy comes out at -148336.7246 eV.

Atomic partial charges in e from the natural (NBO) method, atoms 1 to 5: number 1, V, carries 1.261; number 2, C, carries -0.967; number 3, As, carries 1.490; number 4, C, carries -0.953; number 5, C, carries -0.962

=====

This record from OMol25 describes C17H30N2O5 in the gas phase in a non-equilibrium geometry. The level of theory is ωB97M-V/def2-TZVPD.

Element x y z (Å)
C -6.572 -1.845 -1.196
C -6.121 -0.929 -0.074
H -6.684 -1.121 0.845
H -6.240 0.127 -0.339
O -4.735 -1.183 0.186
C -4.062 -0.248 0.838
O -4.512 0.803 1.210
C -2.623 -0.632 1.051
C -1.880 -1.367 0.003
C -0.406 -1.104 -0.197
O 0.007 -0.677 -1.262
N 0.329 -1.369 0.889
H -0.172 -1.751 1.680
C 1.780 -1.265 1.001
C 2.471 -2.078 -0.102
H 2.374 -1.570 -1.062
H 1.935 -3.028 -0.179
C 3.950 -2.375 0.172
C 4.822 -1.129 0.040
H 5.869 -1.392 0.172
H 4.565 -0.388 0.789
H 4.702 -0.685 -0.946
C 4.433 -3.453 -0.798
H 5.478 -3.689 -0.613
H 3.853 -4.366 -0.686
H 4.336 -3.108 -1.825
H 4.045 -2.760 1.194
H 2.047 -1.687 1.975
C 2.202 0.221 1.053
O 2.657 0.699 2.076
N 2.021 0.894 -0.086
H 1.525 0.445 -0.849
C 2.356 2.292 -0.238
C 1.219 3.107 -0.855
H 0.757 2.520 -1.653
H 1.655 3.999 -1.310
C 0.136 3.555 0.133
C -0.600 2.367 0.749
H 0.059 1.801 1.401
H -1.447 2.714 1.337
H -0.974 1.712 -0.036
C -0.858 4.469 -0.581
H -1.616 4.825 0.112
H -0.352 5.332 -1.008
H -1.356 3.930 -1.384
H 0.616 4.123 0.938
H 2.621 2.672 0.751
H 3.240 2.364 -0.883
O -2.294 -1.983 1.182
H -2.419 -1.642 -0.899
H -2.085 0.061 1.694
H -6.013 -1.636 -2.104
H -6.410 -2.883 -0.917
H -7.630 -1.690 -1.388

Its molecular weight is 342.436 g/mol. For the HOMO-LUMO gap, the calculation gives 10.07 eV. The energy above the lowest of the compared OMol25 structures with the same formula, charge and spin is 190.74 kJ/mol. The SMILES is CCOC(=O)[C@H]1O[C@@H]1C(=O)N[C@@H](CC(C)C)C(=O)NCCC(C)C. The total energy comes out at -31334.3310 eV.

Atomic partial charges in e from the natural (NBO) method, atoms 1 to 5: number 1, C, carries -0.623; number 2, C, carries -0.074; number 3, H, carries 0.187; number 4, H, carries 0.200; number 5, O, carries -0.501

=====

This record from OMol25 describes C4H6N2 in the gas phase. The level of theory is ωB97M-V/def2-TZVPD.

Element x y z (Å)
C 1.701 0.176 -0.417
C 0.239 0.192 -0.129
C -0.547 -0.904 0.537
N -1.917 -0.438 0.483
C -1.818 0.727 -0.034
N -0.534 1.179 -0.429
H 2.235 -0.609 0.126
H 2.145 1.147 -0.189
H 1.832 -0.004 -1.487
H -0.397 -1.919 0.146
H -0.275 -0.927 1.596
H -2.666 1.380 -0.204

Its molecular weight is 82.106 g/mol. For the HOMO-LUMO gap, the calculation gives 11.02 eV. The energy above the lowest of the compared OMol25 structures with the same formula, charge and spin is 65.68 kJ/mol. The SMILES is CC1=NC=NC1. The total energy comes out at -7224.9102 eV.

Atomic partial charges in e from the natural (NBO) method, atoms 1 to 5: number 1, C, carries -0.670; number 2, C, carries 0.315; number 3, C, carries -0.355; number 4, N, carries -0.414; number 5, C, carries 0.214

=====

This record from OMol25 describes C4H8O2 in the gas phase. The level of theory is ωB97M-V/def2-TZVPD.

Element x y z (Å)
C 1.254 -0.764 0.007
C 0.833 0.380 0.737
O 1.390 1.595 0.513
C -0.297 0.166 -0.565
O -0.160 1.146 -1.357
C -1.620 -0.271 0.061
H 1.061 -1.765 0.385
H 2.018 -0.643 -0.757
H 0.103 -0.879 -1.032
H 0.368 0.231 1.711
H 0.905 1.899 -0.320
H -2.327 -0.503 -0.739
H -2.021 0.558 0.651
H -1.505 -1.149 0.706

Its molecular weight is 88.106 g/mol. For the HOMO-LUMO gap, the calculation gives 9.40 eV. The energy above the lowest of the compared OMol25 structures with the same formula, charge and spin is 398.10 kJ/mol. The total energy comes out at -8369.1557 eV.

Atomic partial charges in e from the natural (NBO) method, atoms 1 to 5: number 1, C, carries -0.279; number 2, C, carries 0.047; number 3, O, carries -0.705; number 4, C, carries 0.263; number 5, O, carries -0.735